Record 1
{"formula": "C7H16N2", "method": "ωB97M-V/def2-TZVPD", "e_lumo_ev": 1.047, "e_above_lowest_ev": 5.596, "species": ["H", "H", "H", "H", "C", "H", "C", "H", "C", "H", "H", "H", "H", "N", "C", "N", "H", "H", "C", "H", "H", "H", "H", "C", "C"], "coordinates": [[1.693974, 0.797093, -0.640588], [1.483644, -0.884450, -1.966228], [1.046353, 2.348981, -0.796277], [-1.212394, -0.182594, 1.358384], [0.698489, -1.743220, 0.556238], [0.531566, -1.522782, 1.614321], [1.037723, 1.492917, -0.116986], [0.223284, -2.064549, -2.140109], [-1.023238, 0.051080, 0.302637], [0.383624, -2.781683, 0.408770], [1.126360, 2.641060, 1.734487], [-3.473457, -1.706415, -0.695863], [-0.107133, -0.344234, -2.523546], [-1.866208, -0.569847, -0.614502], [-0.005298, -0.834761, -0.404212], [-2.725921, -1.491045, -0.040921], [1.783706, 0.996709, 1.857141], [1.780884, -1.689290, 0.387037], [0.406712, -1.024802, -1.841508], [-3.162856, -1.157725, 0.819727], [2.687200, 2.291800, 1.037678], [-1.231671, 1.975368, -0.711609], [-0.995256, 2.040492, 1.065219], [-0.770742, 1.492416, 0.146406], [1.690654, 1.869480, 1.204305]], "forces_ev_per_angstrom": [[-1.098, -0.826, 0.117], [0.112, 0.130, 0.083], [0.426, 0.338, 0.165], [0.336, -0.510, -0.171], [-0.399, -0.990, 0.043], [-0.073, 0.166, -0.231], [-2.447, 3.310, 0.683], [-0.213, 0.155, 0.041], [1.220, 0.347, -1.329], [0.217, -0.224, -0.019], [-0.009, -0.141, -0.022], [0.306, 0.046, 0.048], [0.013, -0.168, 0.085], [0.546, -1.548, -0.247], [-2.359, -0.724, 1.276], [-0.897, -0.630, 0.330], [0.027, 0.096, 0.039], [-0.133, -0.038, -0.147], [-0.056, 0.770, 0.159], [0.198, 0.074, -0.125], [0.052, -0.217, 0.079], [-0.001, -0.229, -0.082], [0.295, 0.266, -0.214], [3.787, 0.343, -0.547], [0.150, 0.201, -0.015]]}

=====

Record 2
{"formula": "C7H16N2O", "method": "ωB97M-V/def2-TZVPD", "e_lumo_ev": 0.863, "e_above_lowest_ev": 1.672, "smiles": "[H]/N=C(\\O)C(C)(C)N.C=CC", "species": ["H", "H", "H", "H", "H", "C", "H", "H", "N", "H", "H", "C", "H", "C", "O", "H", "H", "C", "H", "H", "H", "N", "C", "H", "C", "C"], "coordinates": [[2.490728, -1.442895, -2.224149], [2.872272, 0.638356, 0.795178], [0.350734, 0.594308, -1.992245], [-0.256206, -0.488262, 2.097121], [-1.923203, 1.081348, 2.502921], [-2.489545, 0.247122, 2.117976], [-2.176372, 0.806736, -1.054111], [-3.500855, 1.800115, -0.443021], [1.846647, -1.640076, -1.465293], [-2.836298, -0.474704, 2.841578], [-1.881074, 1.992703, 0.236793], [-2.918549, 0.231334, 0.859435], [3.280808, -1.074428, 0.669456], [0.572311, -0.724042, 0.361928], [-0.557279, -1.274734, -0.262000], [2.055829, 1.048611, -2.148179], [-1.208508, -1.535122, 0.407816], [-2.596424, 1.273541, -0.156870], [3.780065, 0.043966, -0.610362], [0.953865, -1.914216, -1.861124], [-3.552534, -0.575592, 0.510648], [0.641417, -0.401098, 1.561629], [1.268639, 0.793118, -1.440588], [1.104262, 1.639349, -0.778033], [2.995347, -0.190805, 0.105834], [1.683921, -0.454634, -0.632338]], "forces_ev_per_angstrom": [[-0.070, -0.037, 0.037], [0.080, 0.081, 0.048], [-0.040, 0.020, -0.045], [1.092, -0.199, -0.808], [0.257, 0.080, -0.017], [-0.769, 0.172, -0.122], [-0.049, 0.128, 0.079], [-0.170, 0.134, -0.130], [-0.037, -0.203, -0.128], [0.094, -0.239, 0.037], [0.043, 0.062, -0.019], [0.135, 0.113, 0.246], [0.042, -0.034, 0.044], [-1.257, -0.561, -0.910], [0.940, 0.100, 0.198], [0.063, 0.011, -0.052], [0.264, 0.291, -0.051], [0.264, -0.201, -0.065], [0.063, 0.021, -0.106], [0.109, 0.025, -0.059], [-0.096, -0.141, 0.086], [-0.676, 0.376, 1.609], [-0.035, -0.232, 0.137], [-0.006, 0.146, 0.046], [-0.335, -0.039, -0.006], [0.095, 0.127, -0.048]]}

=====

Record 3
{"formula": "C7H16N2O2", "method": "ωB97M-V/def2-TZVPD", "charge": -2, "e_lumo_ev": 4.783, "e_above_lowest_ev": 1.614, "species": ["H", "H", "C", "H", "C", "H", "H", "C", "H", "H", "C", "N", "H", "H", "O", "C", "C", "C", "H", "H", "H", "H", "H", "H", "H", "O", "N"], "coordinates": [[7.501042, -0.142274, -0.782479], [-10.657427, 1.586539, 1.441805], [10.452026, 1.489821, 0.005853], [-6.862314, -1.000498, -0.783744], [10.351584, -0.937624, -1.017770], [9.787788, 2.320817, 0.115774], [9.686399, -1.660506, -1.559104], [-8.435116, -1.386347, 0.419680], [11.294101, -0.761442, -1.426716], [-8.908707, -1.560517, 1.442582], [9.691778, 0.471765, -0.834169], [-9.769300, 1.119756, 1.361323], [-6.893605, -0.124016, 0.850551], [10.402136, -1.631444, -0.012003], [-11.754426, 1.147357, -0.593099], [8.238431, 0.396120, -0.215154], [-9.761345, 0.374858, 0.210229], [-6.986202, -1.060312, 0.312969], [-8.844567, -2.125820, -0.283415], [8.294447, -0.062028, 0.737570], [-6.158464, -1.807601, 0.510304], [10.651842, 1.103357, 1.125758], [7.697135, 1.469052, -0.382368], [11.551669, 1.607053, -0.277243], [-8.957361, 1.612882, 1.676507], [-10.842649, -0.672596, -1.441918], [-10.768890, 0.233651, -0.601718]], "forces_ev_per_angstrom": [[0.008, -1.033, -0.620], [-0.159, 0.393, 0.244], [1.528, -2.968, 0.994], [0.305, 1.024, 0.344], [-3.422, -0.033, 2.682], [0.381, 1.134, -0.078], [0.725, 0.973, -0.423], [-4.045, 0.922, 1.447], [1.688, -0.426, -0.752], [1.053, 0.083, -1.136], [-0.897, -0.766, -0.087], [-0.954, -0.448, 0.584], [0.951, 0.202, -0.198], [0.543, 1.366, -0.907], [1.138, -0.483, 0.753], [0.489, 2.790, -3.131], [3.541, -2.849, -0.247], [0.196, -0.430, -1.439], [0.173, 0.512, 0.136], [-0.359, -0.005, 1.984], [-1.217, 0.442, 0.786], [-0.576, 0.323, -0.893], [1.447, -1.997, 1.463], [-1.522, 0.643, -0.232], [0.118, 0.297, -0.475], [0.046, -1.749, -1.229], [-1.179, 2.082, 0.427]]}

=====

Record 4
{"formula": "C7H16N2O2", "method": "ωB97M-V/def2-TZVPD", "e_lumo_ev": 0.544, "e_above_lowest_ev": 4.663, "species": ["C", "H", "C", "H", "C", "O", "H", "H", "C", "H", "H", "H", "C", "H", "C", "N", "H", "H", "N", "H", "H", "H", "H", "H", "C", "H", "O"], "coordinates": [[0.428895, 1.128143, 0.137113], [2.456552, -1.819461, 0.707395], [1.208243, -0.361425, 2.081495], [1.372523, 1.555074, -0.124466], [0.073994, 1.666468, 2.554928], [-2.047286, 0.123113, -2.361735], [0.108274, -2.053383, -3.324958], [0.980587, 2.184050, 2.945748], [1.411425, -1.695525, 1.379634], [-2.009341, -1.667781, -0.503217], [-1.093017, 1.877763, -1.436395], [0.851846, -0.906255, -2.400711], [0.012786, -1.001224, -3.024994], [-0.643335, 1.225400, 3.251860], [-1.239838, -0.773596, -2.260604], [-1.251254, -1.698701, -1.174836], [0.253808, 0.131916, -0.491969], [0.012133, -0.585812, -4.087429], [0.494588, 0.732899, 1.652776], [1.494907, -2.482447, 2.238808], [0.520152, -2.118503, 0.618560], [-0.992609, 2.398915, 2.152134], [-1.572550, 2.088234, 0.071236], [-0.431117, 2.962337, -0.096308], [-0.678103, 2.124816, -0.313466], [-1.146246, -2.660437, -1.473137], [1.423974, -0.374574, 3.282551]], "forces_ev_per_angstrom": [[-1.774, -2.853, -0.075], [-2.788, 0.645, 1.863], [-1.723, 0.068, 1.349], [0.714, 0.170, -0.262], [-3.791, 3.359, 1.125], [0.543, -0.472, -0.291], [-0.432, -0.283, 0.467], [-1.404, 0.394, 0.417], [0.757, -2.947, -2.903], [-0.176, 0.553, -0.312], [2.041, 1.101, 2.345], [1.240, 0.979, 0.524], [-0.939, -0.989, -3.749], [1.208, -0.339, 1.038], [-0.540, -0.457, 1.751], [-0.644, -0.205, -0.486], [0.741, 2.032, 1.706], [0.304, 0.496, 1.852], [0.051, -1.702, -6.269], [-0.068, 1.643, -1.637], [2.289, 1.663, 2.052], [4.013, -1.507, 0.352], [-4.829, -1.317, 3.072], [3.521, 10.711, 1.520], [0.339, -10.667, -6.124], [0.440, 0.087, 0.002], [0.907, -0.163, 0.673]]}

=====

Record 5
{"formula": "C7H16N2O2", "method": "ωB97M-V/def2-TZVPD", "e_lumo_ev": 0.829, "e_above_lowest_ev": 1.485, "smiles": "CCN(C)C(C)=O.CC(N)=O", "species": ["C", "H", "C", "H", "H", "N", "O", "H", "H", "C", "H", "C", "C", "H", "C", "H", "H", "H", "H", "N", "H", "H", "C", "O", "H", "H", "H"], "coordinates": [[0.163099, 2.234553, 1.215961], [0.520067, -3.246731, -0.610421], [1.114440, -1.957752, 0.895866], [1.959277, -1.198189, -1.155451], [-1.560751, 3.726114, 1.096522], [1.096027, 2.886769, 0.495121], [0.600524, 1.243951, 1.816629], [1.109606, -0.924606, 1.241775], [-1.808161, 0.303975, -0.245054], [-1.997758, -0.728859, -0.341706], [-0.745326, -3.006429, 0.617050], [-0.066723, -2.487097, -0.065928], [1.464659, -0.852903, -2.033976], [0.835533, -2.553177, 1.822067], [-1.184117, 2.773966, 1.487669], [1.494780, -1.506622, -2.942139], [1.979778, 2.488399, 0.214056], [-2.424342, -1.146581, 0.543182], [-2.703109, -0.775330, -1.191461], [-0.726707, -1.376283, -0.723031], [1.820183, 0.113117, -2.450810], [2.002545, -2.495655, 0.733286], [0.029008, -0.629859, -1.651847], [-0.551488, 0.343391, -2.119526], [0.934687, 3.791470, 0.035027], [-1.913253, 2.342099, 0.782437], [-1.442477, 2.638270, 2.534701]], "forces_ev_per_angstrom": [[2.845, -0.991, 1.534], [-1.194, 0.381, -0.990], [-2.997, -2.180, 2.405], [1.076, -0.404, 0.053], [1.506, 0.986, 0.655], [-0.261, 2.594, -1.982], [-1.518, -0.037, -0.351], [0.280, 0.027, -0.644], [0.229, 1.160, 0.513], [0.349, -1.209, -1.540], [-0.252, 0.143, -0.620], [1.624, 1.082, 2.286], [-0.860, -0.030, -1.402], [0.274, 0.986, -0.295], [-1.947, 0.470, -1.350], [0.164, -0.090, 1.100], [-0.341, -0.526, 0.577], [-0.075, -0.447, 0.556], [0.123, -0.279, 0.444], [1.884, -0.156, -1.863], [-0.126, -0.515, 0.796], [1.729, 0.299, -0.931], [-2.446, 0.913, 0.686], [0.232, 0.324, -0.503], [-0.330, -0.850, 0.422], [0.178, -1.486, 0.697], [-0.148, -0.163, -0.253]]}

=====

Record 6
{"formula": "C7H16N2O2PS", "method": "ωB97M-V/def2-TZVPD", "charge": 1, "e_lumo_ev": -3.496, "species": ["C", "H", "H", "H", "H", "N", "H", "H", "H", "P", "C", "O", "O", "H", "C", "C", "H", "C", "H", "N", "C", "H", "H", "C", "H", "S", "H", "H", "H"], "coordinates": [[3.707957, 0.165069, 1.318744], [3.660593, 2.288455, 1.596070], [-3.383209, 1.054035, 0.230242], [5.809738, -0.439633, 0.059259], [-0.654721, -1.911595, -1.835969], [1.515281, 0.077554, 1.220420], [2.648910, -1.753902, 1.061584], [-2.590441, 2.219260, -0.845752], [0.568385, -0.281770, 1.147248], [5.470705, -0.274082, 1.406632], [-2.831325, 1.159567, -0.709547], [-1.724159, -0.988380, -0.304778], [-3.612334, 0.745904, -1.805942], [-4.406097, -0.936356, -0.859903], [1.831021, 1.357176, 1.400239], [2.656183, -0.676722, 1.168347], [-5.159056, -0.424644, -2.387131], [-1.667967, -1.867074, -1.422649], [-5.466363, 0.495786, -0.902294], [3.149231, 1.426514, 1.457303], [-1.539920, 0.372830, -0.638913], [-2.359899, -1.555020, -2.206029], [1.141508, 2.183695, 1.492607], [-4.716874, -0.075533, -1.457313], [6.003995, 0.979602, 1.749953], [5.816954, -1.764905, 2.564721], [-0.917658, 0.810797, 0.157302], [-1.001291, 0.468382, -1.587883], [-1.949146, -2.855006, -1.066569]], "forces_ev_per_angstrom": [[-0.143, 0.189, -0.146], [-0.003, -0.070, -0.005], [0.007, -0.005, 0.009], [0.004, 0.243, -0.121], [-0.007, 0.028, -0.016], [-0.302, 0.106, 0.028], [-0.056, 0.221, 0.017], [0.016, -0.007, 0.020], [0.010, -0.007, -0.072], [0.167, -0.584, 0.526], [-0.108, -0.019, -0.069], [0.178, -0.001, 0.093], [0.023, -0.071, -0.009], [-0.003, -0.005, 0.008], [-0.264, -0.178, -0.021], [0.105, -0.473, 0.049], [-0.003, 0.013, -0.007], [-0.073, -0.033, -0.020], [0.006, -0.011, 0.022], [0.347, 0.248, 0.020], [0.109, 0.028, 0.085], [0.009, 0.003, -0.005], [0.069, -0.116, -0.023], [-0.016, 0.032, -0.010], [0.024, 0.115, -0.156], [-0.055, 0.174, -0.149], [-0.068, 0.165, -0.067], [0.018, 0.014, -0.001], [0.008, 0.002, 0.017]]}

=====

no.,F_max (eV Å⁻¹),HOMO level (Ha),E_tot (Eh)
1,4.17,-0.255,-385.634963
2,1.78,-0.340,-461.042405
3,4.55,0.006,-535.975556
4,12.30,-0.329,-536.148799
5,4.42,-0.316,-536.265570
6,0.80,-0.441,-1275.567886